Density functional theory data (ωB97M-V/def2-TZVPD) for a 2-piece molecular cluster, C6H14ClO3S overall.

Last column: natural (NBO) charge in e.
Cartesian coordinates (Å):
1 C -4.55470 1.65449 0.04979  -0.628
2 C -3.99309 3.06898 -0.22293  -0.458
3 C -2.78913 3.47621 0.62676  -0.604
4 Cl -1.35236 2.45557 -0.00338  -0.322
5 H -5.12630 1.66288 0.98439  0.178
6 H -3.74361 0.93433 0.16973  0.204
7 H -5.23540 1.31326 -0.74260  0.170
8 H -3.73506 3.15061 -1.28210  0.180
9 H -4.77226 3.79579 0.03907  0.182
10 H -2.98164 3.09768 1.64265  0.116
11 O 0.65752 -2.37315 0.10774  -0.952
12 S 1.49062 -1.35771 -0.46823  2.372
13 O 1.90212 -1.49321 -1.83539  -0.952
14 O 2.80694 -1.23567 0.44353  -0.724
15 C 3.49734 -2.45373 0.75914  -0.076
16 C 4.36069 -2.94911 -0.38502  -0.639
17 C 0.83588 0.24116 -0.17738  -0.887
18 H 2.77500 -3.21039 1.07044  0.198
19 H 4.11389 -2.21046 1.62357  0.185
20 H 3.75117 -3.27602 -1.22580  0.229
21 H 4.97120 -3.78999 -0.05136  0.205
22 H 5.01593 -2.15348 -0.73986  0.213
23 H 0.58653 0.33420 0.87374  0.268
24 H -0.06179 0.34403 -0.78133  0.287
25 H 1.58051 0.97376 -0.47517  0.254

## Properties
LUMO energy (eV): 2.78
Net charge: -1
Gap between HOMO and LUMO (eV): 4.533